The following is a DFT calculation (ωB97M-V/def2-TZVPD) of a cluster of 16 separate species, C47H105N14O19 in total at a distorted geometry.

Results
- total charge = -1
- highest occupied orbital energy (eV) = -6.2720
- strongest force on any atom (Eh/bohr) = 0.129
- electronic energy (eV) = -110214.44845
- orbital gap (Ha) = 0.2857
- spin multiplicity = 1

Last columns: bonded neighbours and bond lengths (Å).
Element x y z (Å)
1 C 0.556 -0.412 0.959  C2 1.523, H5 1.090, H6 1.090, H7 1.090
2 C 0.151 -1.351 -0.169  C1 1.523, O3 1.264, O4 1.267
3 O 0.438 -2.568 0.010  C2 1.264
4 O -0.355 -0.867 -1.226  C2 1.267
5 H 1.428 -0.803 1.485  C1 1.090
6 H -0.289 -0.390 1.648  C1 1.090
7 H 0.832 0.599 0.659  C1 1.090
8 C 5.458 0.080 1.484  C9 1.487, O13 1.414, H14 1.090, H15 1.090
9 C 4.594 -1.066 1.875  C8 1.487, O10 1.366, H16 1.090, H17 1.090
10 O 5.317 -2.195 1.618  C9 1.366, C11 1.255
11 C 6.532 -1.914 1.478  O10 1.255, O12 1.241, O13 1.321
12 O 7.449 -2.748 1.542  C11 1.241
13 O 6.689 -0.607 1.584  C8 1.414, C11 1.321
14 H 5.360 0.929 2.160  C8 1.090
15 H 5.343 0.383 0.443  C8 1.090
16 H 3.652 -1.059 1.325  C9 1.090
17 H 4.365 -0.971 2.936  C9 1.090
18 C 3.782 -3.262 -1.524  C19 1.550, H23 1.090, H24 1.090, H25 1.090
19 C 3.071 -4.525 -2.072  C18 1.550, O20 1.238, N21 1.299
20 O 3.732 -5.317 -2.756  C19 1.238
21 N 1.791 -4.574 -1.851  C19 1.299, C22 1.468, H26 1.010
22 C 0.831 -5.549 -2.383  N21 1.468, H27 1.090, H28 1.090, H29 1.090
23 H 3.215 -2.845 -0.692  C18 1.090
24 H 3.839 -2.607 -2.394  C18 1.090
25 H 4.777 -3.609 -1.245  C18 1.090
26 H 1.384 -3.734 -1.464  N21 1.010
27 H -0.187 -5.333 -2.059  C22 1.090
28 H 1.168 -6.554 -2.128  C22 1.090
29 H 0.777 -5.503 -3.471  C22 1.090
30 C 1.470 2.942 2.689  C31 1.522, H35 1.090, H36 1.090, H37 1.090
31 C 0.263 2.291 3.350  C30 1.522, O32 1.224, N33 1.347
32 O -0.845 2.709 3.040  C31 1.224
33 N 0.411 1.281 4.228  C31 1.347, C34 1.509, H38 1.010
34 C -0.714 0.406 4.724  N33 1.509, H39 1.090, H40 1.090, H41 1.090
35 H 1.318 2.987 1.611  C30 1.090
36 H 2.363 2.325 2.781  C30 1.090
37 H 1.572 3.951 3.090  C30 1.090
38 H 1.282 0.810 4.426  N33 1.010
39 H -0.364 -0.626 4.720  C34 1.090
40 H -1.652 0.529 4.183  C34 1.090
41 H -0.886 0.724 5.752  C34 1.090
42 C 3.110 4.273 -1.057  C43 1.482, H47 1.090, H48 1.090, H49 1.090
43 C 4.293 4.173 -0.170  C42 1.482, O44 1.242, N45 1.323
44 O 5.027 3.171 -0.196  C43 1.242
45 N 4.390 5.130 0.738  C43 1.323, C46 1.478, H50 1.010
46 C 5.416 5.211 1.800  N45 1.478, H51 1.090, H52 1.090, H53 1.090
47 H 2.319 3.677 -0.602  C42 1.090
48 H 3.350 3.769 -1.993  C42 1.090
49 H 2.785 5.282 -1.312  C42 1.090
50 H 3.620 5.773 0.857  N45 1.010
51 H 4.984 4.828 2.724  C46 1.090
52 H 5.794 6.215 1.992  C46 1.090
53 H 6.269 4.603 1.500  C46 1.090
54 C 2.105 -2.594 6.147  C55 1.529, H59 1.090, H60 1.090, H61 1.090
55 C 2.964 -1.504 5.505  C54 1.529, O56 1.213, N57 1.309
56 O 2.507 -0.644 4.781  C55 1.213
57 N 4.210 -1.584 5.896  C55 1.309, C58 1.464, H62 1.010
58 C 5.115 -0.516 5.467  N57 1.464, H63 1.090, H64 1.090, H65 1.090
59 H 2.371 -3.523 5.642  C54 1.090
60 H 1.033 -2.400 6.153  C54 1.090
61 H 2.382 -2.649 7.200  C54 1.090
62 H 4.470 -2.480 6.285  N57 1.010
63 H 4.840 0.012 4.554  C58 1.090
64 H 6.144 -0.819 5.273  C58 1.090
65 H 5.116 0.253 6.238  C58 1.090
66 C 1.287 -3.936 -8.299  C67 1.476, H71 1.090, H72 1.090, H73 1.090
67 C 1.284 -3.823 -6.827  C66 1.476, O68 1.246, N69 1.345
68 O 1.061 -4.834 -6.135  C67 1.246
69 N 1.525 -2.590 -6.344  C67 1.345, C70 1.439, H74 1.010
70 C 1.602 -2.272 -4.942  N69 1.439, H75 1.090, H76 1.090, H77 1.090
71 H 1.739 -3.077 -8.794  C66 1.090
72 H 0.266 -4.138 -8.621  C66 1.090
73 H 1.782 -4.859 -8.601  C66 1.090
74 H 1.763 -1.807 -6.935  N69 1.010
75 H 2.421 -1.606 -4.669  C70 1.090
76 H 1.718 -3.166 -4.328  C70 1.090
77 H 0.720 -1.718 -4.623  C70 1.090
78 C -2.860 -3.247 0.018  C79 1.512, H83 1.090, H84 1.090, H85 1.090
79 C -2.595 -4.682 0.415  C78 1.512, O80 1.264, N81 1.328
80 O -3.546 -5.437 0.767  C79 1.264
81 N -1.346 -5.129 0.356  C79 1.328, C82 1.482, H86 1.010
82 C -0.867 -6.499 0.654  N81 1.482, H87 1.090, H88 1.090, H89 1.090
83 H -2.133 -3.128 -0.784  C78 1.090
84 H -2.663 -2.444 0.728  C78 1.090
85 H -3.881 -3.189 -0.361  C78 1.090
86 H -0.653 -4.445 0.088  N81 1.010
87 H -0.539 -6.947 -0.285  C82 1.090
88 H -1.721 -7.031 1.072  C82 1.090
89 H -0.068 -6.534 1.395  C82 1.090
90 C -1.994 -3.103 -3.488  C91 1.546, H95 1.090, H96 1.090, H97 1.090
91 C -3.154 -2.122 -3.200  C90 1.546, O92 1.259, N93 1.288
92 O -4.286 -2.382 -3.685  C91 1.259
93 N -2.857 -1.111 -2.460  C91 1.288, C94 1.438, H98 1.010
94 C -3.783 -0.098 -2.028  N93 1.438, H99 1.090, H100 1.090, H101 1.090
95 H -1.072 -2.605 -3.187  C90 1.090
96 H -2.044 -3.449 -4.521  C90 1.090
97 H -2.083 -3.988 -2.858  C90 1.090
98 H -1.887 -1.017 -2.196  N93 1.010
99 H -3.316 0.885 -2.095  C94 1.090
100 H -4.001 -0.292 -0.978  C94 1.090
101 H -4.775 -0.210 -2.466  C94 1.090
102 C -0.212 6.487 0.894  C103 1.538, H107 1.090, H108 1.090, H109 1.090
103 C 1.012 7.136 1.561  C102 1.538, O104 1.225, N105 1.316
104 O 2.115 6.890 1.087  C103 1.225
105 N 0.795 7.904 2.608  C103 1.316, C106 1.466, H110 1.010
106 C 1.888 8.552 3.338  N105 1.466, H111 1.090, H112 1.090, H113 1.090
107 H -0.276 5.408 1.038  C102 1.090
108 H -0.456 6.817 -0.116  C102 1.090
109 H -1.141 6.808 1.364  C102 1.090
110 H -0.153 7.928 2.955  N105 1.010
111 H 2.648 7.793 3.525  C106 1.090
112 H 1.617 8.908 4.332  C106 1.090
113 H 2.367 9.337 2.753  C106 1.090
114 C -0.041 1.559 -3.992  C115 1.574, H119 1.090, H120 1.090, H121 1.090
115 C 1.500 1.545 -3.674  C114 1.574, O116 1.263, N117 1.344
116 O 2.268 1.986 -4.575  C115 1.263
117 N 1.785 0.988 -2.484  C115 1.344, C118 1.454, H122 1.010
118 C 3.143 0.877 -1.976  N117 1.454, H123 1.090, H124 1.090, H125 1.090
119 H -0.241 0.638 -4.540  C114 1.090
120 H -0.368 2.464 -4.504  C114 1.090
121 H -0.657 1.539 -3.093  C114 1.090
122 H 1.032 0.456 -2.071  N117 1.010
123 H 3.377 1.433 -1.068  C118 1.090
124 H 3.857 1.194 -2.736  C118 1.090
125 H 3.282 -0.167 -1.696  C118 1.090
126 C -0.699 2.630 -0.452  C127 1.539, H131 1.090, H132 1.090, H133 1.090
127 C -1.206 3.597 -1.537  C126 1.539, O128 1.267, N129 1.336
128 O -0.443 4.513 -1.967  C127 1.267
129 N -2.470 3.448 -1.943  C127 1.336, C130 1.460, H134 1.010
130 C -3.040 4.342 -2.947  N129 1.460, H135 1.090, H136 1.090, H137 1.090
131 H 0.299 2.322 -0.762  C126 1.090
132 H -1.238 1.683 -0.427  C126 1.090
133 H -0.654 3.067 0.545  C126 1.090
134 H -3.012 2.720 -1.500  N129 1.010
135 H -3.986 4.065 -3.412  C130 1.090
136 H -2.413 4.567 -3.809  C130 1.090
137 H -3.318 5.172 -2.296  C130 1.090
138 C -0.332 -3.584 3.309  C139 1.485, H143 1.090, H144 1.090, H145 1.090
139 C 0.849 -4.449 3.066  C138 1.485, O140 1.221, N141 1.313
140 O 1.030 -5.459 3.727  C139 1.221
141 N 1.724 -4.125 2.142  C139 1.313, C142 1.432, H146 1.010
142 C 2.946 -4.820 1.869  N141 1.432, H147 1.090, H148 1.090, H149 1.090
143 H -0.516 -2.897 2.483  C138 1.090
144 H -0.111 -2.965 4.179  C138 1.090
145 H -1.156 -4.256 3.551  C138 1.090
146 H 1.400 -3.487 1.429  N141 1.010
147 H 2.892 -5.468 0.994  C142 1.090
148 H 3.179 -5.479 2.705  C142 1.090
149 H 3.768 -4.124 1.702  C142 1.090
150 C -3.311 1.425 -5.196  C151 1.521, H155 1.090, H156 1.090, H157 1.090
151 C -4.713 0.920 -5.503  C150 1.521, O152 1.198, N153 1.359
152 O -4.818 -0.268 -5.617  C151 1.198
153 N -5.759 1.758 -5.722  C151 1.359, C154 1.420, H158 1.010
154 C -5.818 3.173 -5.618  N153 1.420, H159 1.090, H160 1.090, H161 1.090
155 H -2.690 0.750 -4.608  C150 1.090
156 H -3.450 2.260 -4.509  C150 1.090
157 H -2.808 1.707 -6.121  C150 1.090
158 H -6.607 1.277 -5.988  N153 1.010
159 H -6.499 3.442 -6.426  C154 1.090
160 H -4.847 3.555 -5.931  C154 1.090
161 H -6.209 3.626 -4.707  C154 1.090
162 C -3.545 4.768 1.592  C163 1.530, H167 1.090, H168 1.090, H169 1.090
163 C -3.905 3.338 1.183  C162 1.530, O164 1.219, N165 1.319
164 O -4.760 3.142 0.336  C163 1.219
165 N -3.331 2.395 1.905  C163 1.319, C166 1.440, H170 1.010
166 C -3.698 1.007 1.795  N165 1.440, H171 1.090, H172 1.090, H173 1.090
167 H -4.451 5.303 1.874  C162 1.090
168 H -3.087 5.324 0.774  C162 1.090
169 H -2.838 4.661 2.415  C162 1.090
170 H -2.563 2.600 2.529  N165 1.010
171 H -2.896 0.272 1.870  C166 1.090
172 H -4.249 0.777 0.883  C166 1.090
173 H -4.434 0.739 2.553  C166 1.090
174 C -7.148 -2.763 2.873  C175 1.513, H179 1.090, H180 1.090, H181 1.090
175 C -5.754 -2.182 2.780  C174 1.513, O176 1.238, N177 1.366
176 O -5.263 -1.680 1.760  C175 1.238
177 N -5.058 -2.129 3.954  C175 1.366, C178 1.383, H182 1.010
178 C -3.694 -1.923 4.045  N177 1.383, H183 1.090, H184 1.090, H185 1.090
179 H -7.290 -3.598 3.559  C174 1.090
180 H -7.544 -3.048 1.898  C174 1.090
181 H -7.816 -1.941 3.129  C174 1.090
182 H -5.566 -2.241 4.820  N177 1.010
183 H -3.168 -1.666 3.126  C178 1.090
184 H -3.142 -2.774 4.447  C178 1.090
185 H -3.483 -1.081 4.704  C178 1.090